The following is a DFT calculation (ωB97M-V/def2-TZVPD) of a single C21H32N4O molecule.

Values from the calculation:
ΔE to the lowest compared entry with this formula, charge and spin = 11.6 kcal per mole
charge = 0
electronic energy = -1113.6437 Ha
frontier orbital gap = 9.009 eV
SMILES string = CC(C)CCN1CCN(Cc2cccc(-n3cccn3)c2)C[C@@H]1CCO
highest occupied orbital energy = -8.22 eV
maximum force = 0.93 eV Å⁻¹

Last column: natural (NBO) charge in e.
Atoms and positions in Å:
C 5.40 0.97 -1.13  -0.6042
H 5.77 1.51 -2.00  0.1979
H 4.64 1.57 -0.64  0.2014
H 6.23 0.85 -0.43  0.2086
C 4.85 -0.39 -1.54  -0.2269
C 5.96 -1.24 -2.15  -0.5965
H 5.59 -2.23 -2.41  0.2037
H 6.78 -1.35 -1.45  0.2056
H 6.34 -0.77 -3.06  0.1970
C 3.69 -0.25 -2.54  -0.3963
H 3.49 -1.23 -2.98  0.1952
H 3.97 0.43 -3.34  0.2021
C 2.40 0.26 -1.88  -0.2120
N 1.99 -0.60 -0.79  -0.4668
C 1.34 0.06 0.32  -0.2191
C -0.13 0.40 0.03  -0.2543
N -0.84 -0.84 -0.25  -0.4635
C -0.24 -1.50 -1.40  -0.2470
H -0.34 -0.87 -2.30  0.1752
C 1.26 -1.80 -1.19  -0.0394
C 1.61 -2.96 -0.23  -0.4451
H 2.38 -2.60 0.46  0.2233
H 2.04 -3.77 -0.81  0.2097
C 0.48 -3.58 0.61  -0.0597
O -0.05 -2.73 1.59  -0.7677
H -0.40 -1.95 1.12  0.4929
H 0.89 -4.44 1.14  0.1828
H -0.32 -3.95 -0.05  0.1417
H 1.65 -2.08 -2.18  0.2075
H -0.77 -2.43 -1.59  0.2086
C -2.27 -0.64 -0.44  -0.2332
C -2.92 -0.08 0.80  -0.0143
C -2.88 -0.80 1.99  -0.2208
C -3.48 -0.28 3.13  -0.1883
C -4.12 0.95 3.10  -0.2511
C -4.16 1.67 1.91  0.2234
C -3.55 1.15 0.77  -0.2434
H -3.60 1.73 -0.14  0.2436
N -4.80 2.91 1.82  -0.1925
C -5.58 3.53 2.73  -0.0371
C -5.98 4.72 2.18  -0.3344
C -5.38 4.74 0.91  -0.0390
N -4.68 3.64 0.71  -0.2665
H -5.44 5.49 0.16  0.2099
H -6.60 5.47 2.62  0.2296
H -5.81 3.10 3.69  0.2189
H -4.57 1.34 4.00  0.2115
H -3.44 -0.83 4.05  0.2183
H -2.39 -1.75 2.03  0.2318
H -2.71 -1.61 -0.67  0.2124
H -2.46 0.04 -1.29  0.1797
H -0.20 1.10 -0.82  0.1689
H -0.58 0.87 0.90  0.2199
H 1.38 -0.61 1.18  0.2116
H 1.89 0.97 0.57  0.2041
H 1.62 0.36 -2.66  0.1713
H 2.58 1.26 -1.48  0.1967
H 4.46 -0.90 -0.65  0.2142

The following is a DFT calculation (ωB97M-V/def2-TZVPD) of 10 unconnected molecules or ions with the total composition C19H58N8O10 in a non-equilibrium geometry.

Values from the calculation:
ΔE to the lowest compared entry with this formula, charge and spin = 8.0 kcal per mole
charge = 0
electronic energy = -1949.3047 Ha
frontier orbital gap = 8.990 eV
SMILES string = NC(N)=O.NC(N)=O.NC(N)=O.NC(N)=O.CC(C)O.CC(C)O.CC(C)O.CCO.CCO.CCO
highest occupied orbital energy = -8.97 eV
maximum force = 1.49 eV Å⁻¹

Last column: Mulliken charge in e.
Atoms and positions in Å:
C -4.20 2.09 3.43  0.4485
O -5.38 1.77 3.54  -0.6928
N -3.49 1.90 2.26  -0.2123
N -3.54 2.85 4.39  -0.3464
H -2.48 2.05 2.30  0.3591
H -3.89 1.25 1.59  0.2738
H -4.09 3.38 5.03  0.2323
H -2.58 3.06 4.23  0.1814
C 0.01 4.86 -1.99  0.7044
O 1.04 5.23 -2.57  -0.7880
N -1.07 5.70 -1.84  -0.3986
N -0.10 3.65 -1.37  -0.0719
H -1.89 5.34 -1.40  0.1702
H -1.15 6.53 -2.39  0.2394
H -0.88 3.42 -0.78  0.1366
H 0.65 2.98 -1.46  -0.0950
C 3.38 2.50 -1.71  0.3355
O 2.35 2.02 -1.20  -0.3565
N 3.28 3.51 -2.61  -0.2771
N 4.60 1.90 -1.56  -0.4220
H 2.37 3.98 -2.72  0.1866
H 4.10 3.89 -3.05  0.1624
H 4.66 0.99 -1.15  0.2103
H 5.43 2.36 -1.90  0.1548
C 3.92 -4.21 -1.32  0.6707
O 3.10 -3.70 -0.56  -0.6093
N 3.78 -5.48 -1.82  -0.4079
N 4.96 -3.49 -1.86  -0.4000
H 3.05 -6.05 -1.44  0.2399
H 4.54 -5.91 -2.32  0.1619
H 5.43 -3.82 -2.68  0.1769
H 5.11 -2.55 -1.57  0.1894
C -1.20 -3.55 4.51  -0.6299
C 0.24 -3.69 4.10  0.3731
O 0.66 -5.03 3.88  -0.5562
H -1.88 -3.51 3.66  -0.0589
H -1.34 -2.60 5.04  0.2931
H -1.61 -4.31 5.17  0.3646
H 0.99 -3.18 4.71  0.2884
H 0.35 -3.11 3.17  -0.3208
H 0.70 -5.20 2.94  0.3155
C -1.58 -3.11 -2.75  -1.2886
C -0.09 -3.37 -2.70  0.8833
O 0.22 -3.80 -1.37  -0.4857
H -2.16 -3.86 -2.21  0.3762
H -1.95 -3.03 -3.77  0.3883
H -1.77 -2.16 -2.24  0.1799
H 0.48 -2.47 -2.91  -0.5833
H 0.14 -4.16 -3.43  0.3253
H 1.18 -3.87 -1.29  0.1747
C 1.12 -1.08 0.66  -0.8053
C 0.21 0.12 0.70  -0.0954
O 0.89 1.34 0.93  -0.4050
H 0.59 -1.98 0.96  0.2051
H 1.92 -0.92 1.39  0.3964
H 1.67 -1.19 -0.28  -0.0158
H -0.51 0.00 1.52  0.1754
H -0.44 0.16 -0.18  0.2427
H 1.36 1.61 0.11  0.3189
C -5.96 -2.07 0.83  -1.5819
C -4.81 -1.25 1.41  0.6098
C -3.64 -2.10 1.85  -1.1107
O -4.38 -0.24 0.46  -0.6306
H -6.73 -1.42 0.43  0.4164
H -6.45 -2.61 1.65  0.3969
H -5.54 -2.84 0.18  0.3704
H -5.19 -0.69 2.27  0.2166
H -3.15 -2.63 1.02  0.2909
H -3.94 -2.83 2.61  0.3827
H -2.87 -1.50 2.34  0.2434
H -4.33 -0.63 -0.42  0.3011
C 1.39 -0.02 -3.50  -0.7730
C 2.39 -0.25 -4.64  0.7381
C 2.76 -1.72 -4.77  -1.0213
O 1.82 0.16 -5.89  -0.6057
H 0.39 -0.26 -3.88  0.4018
H 1.38 1.03 -3.20  0.4398
H 1.62 -0.60 -2.61  -0.3013
H 3.29 0.33 -4.40  0.0877
H 2.47 -2.04 -5.78  0.3475
H 2.41 -2.43 -4.03  0.1004
H 3.85 -1.84 -4.78  0.2527
H 1.64 1.10 -5.79  0.3231
C -0.71 5.01 3.69  -1.7352
C -0.12 4.17 2.56  1.2383
C 1.40 4.15 2.61  -1.3092
O -0.72 2.87 2.53  -0.3674
H -1.71 5.37 3.45  0.3825
H -0.10 5.91 3.80  0.4405
H -0.68 4.45 4.62  0.3583
H -0.39 4.69 1.62  -0.1867
H 1.79 5.13 2.36  0.4221
H 1.82 3.44 1.89  0.2059
H 1.81 3.86 3.58  0.3290
H -0.04 2.30 2.10  0.1147

The following is a DFT calculation (ωB97M-V/def2-TZVPD) of 2 unconnected molecules or ions with the total composition C18H37ClF4N2O13P2S2 in a non-equilibrium geometry.

Values from the calculation:
ΔE to the lowest compared entry with this formula, charge and spin = 149.4 kcal per mole
charge = 0
electronic energy = -4133.9216 Ha
frontier orbital gap = 8.150 eV
SMILES string = CCC(=O)OCC[C@H](CCF)O[C@](PP(=O)(O)O)([C@H](Cl)N(O)S(=O)(=O)C(F)(F)F)S(C)(=O)=O.COCCNCCOC
highest occupied orbital energy = -8.69 eV
maximum force = 8.55 eV Å⁻¹

Last column: Mulliken charge in e.
Atoms and positions in Å:
C 3.23 -2.29 0.21  -0.6976
C 2.33 -1.41 1.26  -0.0216
C 2.02 0.13 0.77  0.2305
O 2.31 1.19 1.54  -0.5479
O 1.40 0.39 -0.54  -0.2731
C 0.00 -0.12 -0.46  0.3293
C -0.83 0.69 -1.64  -0.6108
C -1.93 -0.32 -2.39  -0.0668
C -2.79 -1.01 -1.17  -0.3888
C -4.26 -1.59 -1.59  -0.2602
F -4.23 -3.06 -1.39  -0.3410
O -1.15 -1.38 -3.03  0.1239
C -1.26 -1.39 -4.49  -0.5345
P -0.22 -2.96 -5.02  -0.1064
P 0.62 -3.94 -3.23  0.9662
O 1.17 -5.38 -3.66  -0.6643
O 1.99 -3.02 -2.68  -0.4782
O -0.58 -4.23 -1.99  -0.5506
C -0.46 -0.14 -5.25  -0.6012
Cl 1.25 -0.12 -4.55  0.0306
N -1.20 1.17 -5.23  0.4168
O -1.90 1.18 -6.40  -0.5193
S -0.12 2.56 -5.41  1.0075
O 0.54 3.03 -4.09  -0.5351
O 0.89 2.39 -6.60  -0.5740
C -1.26 3.99 -5.94  0.5217
F -2.45 4.12 -5.06  -0.2063
F -0.44 5.23 -5.70  -0.1986
F -1.56 3.98 -7.39  -0.1790
S -2.97 -1.73 -5.18  1.2267
C -3.58 -3.37 -4.48  -0.6808
O -3.98 -0.57 -5.06  -0.6725
O -2.78 -1.98 -6.72  -0.6956
H 2.64 -3.30 0.02  0.1555
H 4.27 -2.59 0.66  0.3708
H 3.44 -1.75 -0.83  0.1686
H 2.95 -1.35 2.27  0.1420
H 1.27 -1.93 1.40  0.2552
H -0.04 -1.30 -0.62  -0.3333
H -0.51 0.10 0.57  0.2994
H -0.05 1.15 -2.38  -0.0471
H -1.44 1.54 -1.09  0.4249
H -2.55 0.37 -3.10  0.4920
H -2.98 -0.16 -0.36  0.4450
H -2.18 -1.89 -0.65  0.0390
H -4.66 -1.24 -2.64  0.1908
H -5.04 -1.17 -0.79  0.2857
H -1.07 -3.96 -5.61  0.1328
H 2.83 -3.59 -2.71  0.3333
H -0.31 -3.66 -1.19  0.3339
H -0.38 -0.47 -6.39  0.5977
H -2.80 1.57 -6.22  0.3764
H -3.61 -4.24 -5.28  0.3461
H -4.60 -3.26 -3.93  0.3579
H -2.78 -3.70 -3.66  0.1890
C 1.47 4.57 5.53  -0.7241
O 2.24 3.97 6.57  -0.3390
C 1.46 3.66 7.73  -0.7872
C 1.37 2.14 7.92  -0.2146
N 0.53 1.53 6.89  -0.3360
C 0.60 0.06 6.87  -0.7094
C 1.94 -0.57 6.49  -0.5367
O 2.32 -0.34 5.13  -0.3553
C 3.03 0.87 4.92  -0.5568
H 2.15 4.87 4.73  0.2440
H 0.75 3.86 5.12  0.3095
H 0.96 5.46 5.90  0.3367
H 0.46 4.12 7.70  0.3958
H 1.99 4.09 8.59  0.3856
H 0.94 1.92 8.91  0.3909
H 2.39 1.74 7.89  0.1864
H 0.82 1.87 5.98  0.0871
H -0.16 -0.28 6.15  0.3663
H 0.28 -0.32 7.85  0.4105
H 1.83 -1.66 6.57  0.3454
H 2.75 -0.30 7.17  0.3511
H 3.64 1.16 5.78  0.3114
H 2.34 1.67 4.65  0.1717
H 3.70 0.73 4.06  0.2621

The following is a DFT calculation (ωB97M-V/def2-TZVPD) of a gas-phase ion, C4H9INO (charge +1) in a non-equilibrium geometry.

Values from the calculation:
ΔE to the lowest compared entry with this formula, charge and spin = 30.6 kcal per mole
charge = +1
electronic energy = -585.1822 Ha
frontier orbital gap = 9.618 eV
SMILES string = CC(C)([NH3+])C(=O)I
highest occupied orbital energy = -13.82 eV
maximum force = 5.41 eV Å⁻¹

Last column: natural (NBO) charge in e.
Atoms and positions in Å:
C 1.44 -0.61 -0.14  0.4305
C 0.01 1.28 1.01  -0.5979
C -0.73 0.52 -1.44  -0.5370
C 0.11 0.04 0.11  0.0211
N -0.67 -1.19 0.56  -0.7533
O 1.45 -1.77 -0.37  -0.5334
I 3.37 0.36 0.11  0.2196
H -1.00 1.57 0.97  0.2322
H 0.67 1.94 0.63  0.2512
H 0.30 0.84 1.96  0.2104
H -1.55 1.16 -1.32  0.2384
H -1.12 -0.46 -1.74  0.1945
H 0.08 0.69 -2.12  0.2423
H -0.11 -1.99 -0.02  0.4822
H -1.63 -1.20 0.17  0.4471
H -0.63 -1.17 1.62  0.4521

The following is a DFT calculation (ωB97M-V/def2-TZVPD) of a molecular structure, C46H60CaN6O2S in a non-equilibrium geometry.

Values from the calculation:
ΔE to the lowest compared entry with this formula, charge and spin = 18.3 kcal per mole
charge = 0
electronic energy = -3343.8496 Ha
frontier orbital gap = 5.782 eV
highest occupied orbital energy = -6.12 eV
maximum force = 1.12 eV Å⁻¹

Last column: Mulliken charge in e.
Atoms and positions in Å:
Ca -0.03 -0.01 -0.41  3.2382
C -1.57 -6.15 -1.27  -0.9673
C -0.88 -5.79 0.05  -1.1133
C -1.02 -4.34 0.40  0.8762
C -1.87 -3.77 1.30  0.9992
C -2.81 -4.47 2.22  -1.3722
C -2.16 -4.86 3.55  -1.4047
C -1.59 -2.35 1.29  -0.6946
C -2.20 -1.40 2.12  -0.5765
C -1.89 -0.04 2.28  -0.3974
C -2.51 0.86 3.23  0.5722
C -3.64 0.51 4.15  -1.1546
C -3.19 -0.30 5.37  -0.9688
C -1.85 2.05 3.14  0.5735
C -0.81 1.86 2.14  -0.1103
C 0.20 2.78 1.83  -0.5635
C 1.32 2.59 1.01  -0.1935
N 1.57 1.47 0.29  -0.2034
C 2.78 1.63 -0.30  -0.3483
C 3.42 0.67 -1.09  -0.4575
C 3.01 -0.63 -1.40  -0.4292
N 1.81 -1.17 -1.07  -0.3436
C 1.84 -2.48 -1.39  -0.3018
C 0.87 -3.42 -1.03  -0.8177
C -0.23 -3.25 -0.16  0.0591
N -0.62 -2.08 0.38  -0.4188
C 3.09 -2.79 -2.07  0.7199
C 3.82 -1.64 -2.06  0.6068
C 5.18 -1.42 -2.64  -1.1029
C 5.13 -0.85 -4.05  -1.1390
C 3.53 -4.15 -2.52  -1.1293
C 4.24 -4.93 -1.42  -1.1304
C 3.31 2.95 0.02  1.0300
C 2.41 3.54 0.84  0.5623
C 2.48 4.91 1.44  -1.1203
C 1.67 5.93 0.64  -0.9540
C 4.64 3.48 -0.44  -1.3269
C 5.81 2.95 0.40  -1.2440
N -0.89 0.61 1.62  0.1259
C -2.10 3.30 3.91  -1.2391
C -1.36 3.35 5.24  -1.0888
H -1.47 -7.21 -1.49  0.4678
H -1.14 -5.59 -2.10  0.2787
H -2.63 -5.91 -1.22  0.0093
H 0.18 -6.04 -0.01  0.4309
H -1.29 -6.40 0.85  0.4480
H -3.20 -5.37 1.73  0.5483
H -3.67 -3.83 2.43  0.4168
H -1.38 -5.61 3.39  0.3147
H -2.89 -5.27 4.25  0.4063
H -1.69 -4.00 4.01  0.2932
H -2.98 -1.77 2.77  0.3973
H -4.40 -0.06 3.60  0.3472
H -4.13 1.43 4.49  0.3377
H -2.63 -1.18 5.07  0.1726
H -4.04 -0.62 5.97  0.3807
H -2.53 0.30 6.00  0.2325
H 0.15 3.73 2.35  0.2295
H 4.40 0.95 -1.46  0.3558
H 1.04 -4.43 -1.38  0.2593
H 5.73 -2.37 -2.65  0.3745
H 5.76 -0.75 -1.99  0.3955
H 4.59 -1.51 -4.72  0.3167
H 6.13 -0.70 -4.46  0.3922
H 4.61 0.11 -4.06  0.2252
H 4.19 -4.04 -3.39  0.4366
H 2.66 -4.71 -2.87  0.4263
H 5.13 -4.40 -1.08  0.3110
H 4.55 -5.92 -1.77  0.3780
H 3.59 -5.07 -0.56  0.2724
H 3.52 5.23 1.50  0.4746
H 2.11 4.88 2.47  0.4130
H 2.05 6.02 -0.37  0.2140
H 1.70 6.92 1.11  0.4652
H 0.62 5.62 0.57  0.1579
H 4.62 4.57 -0.38  0.4956
H 4.79 3.23 -1.49  0.3692
H 5.68 3.23 1.44  0.3109
H 6.76 3.36 0.05  0.4113
H 5.86 1.87 0.35  0.2642
H -3.18 3.41 4.09  0.4965
H -1.80 4.17 3.30  0.3775
H -1.68 2.53 5.89  0.1987
H -1.54 4.29 5.77  0.4015
H -0.28 3.24 5.09  0.2701
C -3.29 0.90 -3.79  -1.5386
C -2.56 1.29 -2.54  0.3153
O -1.73 0.57 -2.02  -0.3415
N -2.85 2.50 -2.02  0.0934
C -1.94 3.16 -1.08  -0.0098
C -0.77 3.75 -1.81  0.9056
C -0.78 5.07 -2.24  -0.6834
C 0.27 5.54 -3.01  -0.5282
C 1.29 4.67 -3.33  -0.7408
C 1.22 3.37 -2.85  -0.5453
N 0.22 2.91 -2.11  0.3611
H -3.15 -0.16 -3.99  0.2401
H -2.91 1.50 -4.62  0.4488
H -4.36 1.11 -3.69  0.3850
H -3.47 3.08 -2.56  0.2855
H -1.60 2.41 -0.36  -1.0602
H -2.49 3.93 -0.54  0.5643
H -1.60 5.73 -1.95  0.4367
H 0.28 6.56 -3.36  0.4166
H 2.13 4.98 -3.93  0.4489
H 2.01 2.66 -3.06  0.4326
C -4.75 -3.81 -1.31  -1.1804
S -3.50 -2.56 -1.52  0.8866
C -4.36 -1.25 -0.64  -0.8644
O -3.54 -2.21 -2.98  -0.7363
H -5.67 -3.44 -1.75  0.4505
H -4.88 -4.05 -0.26  0.2564
H -4.41 -4.69 -1.85  0.3545
H -4.78 -1.64 0.28  0.4513
H -5.14 -0.89 -1.31  0.5499
H -3.65 -0.46 -0.40  -0.2817

The following is a DFT calculation (ωB97M-V/def2-TZVPD) of a single C5H10FN molecule in a non-equilibrium geometry.

Values from the calculation:
ΔE to the lowest compared entry with this formula, charge and spin = 27.5 kcal per mole
charge = 0
electronic energy = -351.0820 Ha
frontier orbital gap = 10.438 eV
SMILES string = N[C@H]1CC[C@@H]1CF
highest occupied orbital energy = -9.39 eV
maximum force = 3.26 eV Å⁻¹

Last column: natural (NBO) charge in e.
Atoms and positions in Å:
C 0.85 -0.27 0.30  -0.0438
C 1.10 1.24 0.09  -0.4131
C -0.41 1.44 -0.25  -0.3972
C -0.54 -0.08 -0.36  -0.2578
C -1.75 -0.78 0.33  0.0638
H 1.13 -2.25 -0.28  0.3629
H 2.54 -1.34 -0.12  0.3567
H 0.77 -0.50 1.41  0.1590
H 1.53 1.78 0.96  0.2118
H 1.76 1.26 -0.84  0.2137
H -0.93 1.88 0.66  0.2027
H -0.69 2.01 -1.16  0.2182
H -0.49 -0.35 -1.41  0.2210
H -1.77 -0.74 1.41  0.1660
H -1.86 -1.88 -0.02  0.1584
N 1.58 -1.33 -0.44  -0.8462
F -2.81 -0.11 -0.27  -0.3759